{"formula": "C3H6OS", "method": "wB97M-V/def2-TZVPD", "elements": ["C", "C", "C", "H", "H", "H", "H", "H", "H", "O", "S"], "coordinates": [[-1.95078, -0.26912, 0.00047], [0.72967, 0.37084, 0.13007], [2.14960, -0.00324, -0.07421], [-2.15677, 0.31761, -0.89778], [-2.08702, 0.19752, 1.00004], [-2.59714, -1.16266, -0.11368], [0.33739, 1.03331, -0.68412], [0.59701, 0.88757, 1.07152], [2.84411, 0.74780, -0.49367], [2.47750, -1.14812, 0.07122], [-0.34358, -0.97153, -0.00985]], "mulliken_charge": [-0.819, -0.440, 0.030, 0.305, 0.262, 0.281, 0.243, 0.316, 0.328, -0.450, -0.055], "homo_lumo_gap_ha": 0.349, "total_energy_ev": -16089.9201, "molar_mass_g_mol": 90.15, "smiles": "CSCC=O", "de_lowest_kcal_mol": 24.7, "spin_multiplicity": 1, "homo_ha": -0.31368, "lumo_energy_ev": 0.95}